Density functional theory data (wB97M-V/def2-TZVPD) for a 2-piece molecular cluster, C10H20 overall.

SMILES string: C=C(C)CC.C=C(C)CC

The geometry in XYZ format:
```
30
Properties=species:S:1:pos:R:3:forces:R:3
C -2.775811 2.435310 -1.198072 0.116 -0.168 -0.825
C -1.944452 1.654410 -0.510312 0.127 1.623 -0.362
C -1.845642 1.767340 1.015726 0.314 -1.089 -0.495
C 0.542428 0.873132 -1.107763 -0.586 0.045 0.200
C -0.988632 0.723362 -1.310092 -0.239 0.079 0.344
H -3.490601 3.164790 -0.800404 0.377 -0.442 0.077
H -2.698351 2.339450 -2.287122 -0.418 0.273 0.288
H -0.843222 2.160150 1.255438 -0.371 -0.202 0.147
H -1.895322 0.712292 1.333556 -0.253 1.227 0.593
H -2.594441 2.342250 1.586157 0.100 -0.024 -0.910
H 0.975437 1.694301 -1.703402 -0.345 -0.232 0.205
H 0.995498 -0.077119 -1.436954 -0.060 0.556 0.148
H 0.797368 1.035580 -0.046992 -0.302 0.145 -0.976
H -1.110752 0.770672 -2.409322 -0.667 0.219 0.627
H -1.315932 -0.280648 -0.977992 0.411 0.293 -1.023
C 1.775877 -2.853668 -0.715452 0.921 0.873 -0.043
C 1.681097 -1.842018 0.160517 -0.879 0.197 0.795
C 2.670636 -0.640849 0.295406 0.136 -1.369 -0.545
C -0.371182 -0.642858 1.338047 0.872 -1.472 0.357
C 0.579638 -1.894398 1.222516 0.024 0.699 0.242
H 2.616207 -2.831348 -1.418712 -0.367 -0.202 0.048
H 1.108667 -3.722628 -0.746304 0.193 0.535 0.154
H 3.200266 -0.588118 -0.670683 0.047 0.243 0.468
H 3.403696 -0.872609 1.086297 -0.229 0.059 -0.251
H 2.225226 0.345842 0.506737 0.313 -0.961 0.034
H 0.227448 0.263721 1.528748 -0.424 -0.571 0.108
H -1.013412 -0.831238 2.214777 0.202 0.206 -0.271
H -1.016232 -0.460678 0.462068 0.925 -0.790 1.134
H 1.117027 -1.918078 2.190036 -0.255 -0.215 -0.207
H -0.012542 -2.826348 1.143546 0.318 0.463 -0.062
```
Forces are in eV/Å.

***

Density functional theory data (wB97M-V/def2-TZVPD) for C7H11InNP as an isolated structure.

The geometry in XYZ format:
```
21
Properties=species:S:1:pos:R:3:forces:R:3
C -0.397762 0.320665 -2.441997 0.797 1.296 0.147
C -1.199573 1.288843 -1.750049 1.261 0.295 -0.864
C -0.315956 2.212998 -1.098711 0.276 -0.750 -0.874
C 1.026744 1.793043 -1.340721 -0.943 -0.051 -0.153
C 0.996643 0.618001 -2.148981 -1.519 0.141 -0.369
In -0.138183 -0.368172 0.078099 -0.828 2.954 -1.553
P -0.099519 -2.842339 0.498424 0.316 -2.786 0.374
H -0.747720 -0.402425 -3.173285 0.034 -0.024 0.352
H -2.276518 1.377242 -1.825534 0.131 -0.049 0.134
H -0.617947 3.127076 -0.600999 0.051 -0.240 0.135
H 1.847718 0.129130 -2.611805 -0.109 0.044 0.195
H 1.923003 2.334189 -1.057313 -0.139 -0.161 0.119
H 1.091921 -3.464516 -0.018321 -0.645 -0.458 0.448
H -1.192819 -3.511182 -0.156702 0.642 -0.154 0.521
H -0.184805 -3.209946 1.887072 0.035 -0.537 -0.694
C 0.588127 0.215292 4.923604 0.032 -0.056 0.874
C 0.452298 0.272211 3.490958 -0.313 -0.067 -2.565
N 0.330993 0.284666 2.329942 0.950 0.553 4.146
H 1.522408 -0.296901 5.191842 -0.274 0.155 -0.095
H -0.257868 -0.337693 5.355773 0.250 0.166 -0.121
H 0.603916 1.226917 5.349704 -0.006 -0.270 -0.157
```
Forces are in eV/Å.

***

Density functional theory data (wB97M-V/def2-TZVPD) for one molecule with the formula C4H11NO3.

SMILES string: CCC(O)(O)NCO

The geometry in XYZ format:
```
19
Properties=species:S:1:pos:R:3:forces:R:3
C -0.036669 -0.683617 -0.108523 0.730 -0.585 0.644
C -1.904084 0.817850 -0.341944 -0.837 0.465 -0.134
C 1.401089 -0.712897 0.435552 0.265 0.124 0.186
C 2.249779 0.491875 0.045488 0.073 0.039 -0.100
N -0.848456 0.331993 0.515970 0.851 0.223 -0.668
O -0.631636 -1.919378 0.182284 -0.570 -0.205 0.397
O -0.015841 -0.555235 -1.504258 0.308 -0.034 -0.406
O -2.750002 1.612385 0.459048 -0.067 0.069 0.310
H -1.452160 -1.655777 0.626615 0.180 -0.579 -0.022
H 0.421839 -1.370686 -1.803383 -0.298 0.396 -0.162
H -2.866995 1.091036 1.270031 -0.102 0.348 -0.194
H -0.264105 1.139962 0.713342 -0.036 -0.105 0.246
H -1.520787 1.446514 -1.152574 -0.235 -0.054 0.074
H -2.508615 0.010564 -0.767895 0.484 -0.226 -0.069
H 1.390196 -0.819934 1.527928 -0.230 0.005 -0.204
H 1.904049 -1.613502 0.057773 -0.367 0.017 -0.016
H 3.273023 0.361940 0.412771 -0.165 0.074 -0.008
H 2.299867 0.607533 -1.041813 -0.063 0.020 0.175
H 1.859509 1.419373 0.473589 0.079 0.009 -0.049
```
Forces are in eV/Å.

***

Density functional theory data (wB97M-V/def2-TZVPD) for C62H49CdN6OP2S3 as an isolated structure.

Total charge: -1

The geometry in XYZ format:
```
124
Properties=species:S:1:pos:R:3:forces:R:3
Cd -0.725476 -0.057528 -1.356128 -0.258 0.751 0.113
O 2.133147 -0.670073 1.293200 0.021 -0.004 -0.111
C 3.272070 0.084178 1.102162 -0.082 -0.081 0.114
C 3.988854 0.670044 2.140671 -0.024 -0.007 -0.048
C 5.161579 1.350387 1.856189 0.023 0.021 -0.004
C 5.626671 1.455565 0.552083 -0.036 -0.016 0.033
C 4.864279 0.925293 -0.475161 -0.026 0.117 0.012
C 3.667816 0.256004 -0.224492 0.018 0.058 0.008
P 2.502716 -0.175631 -1.565979 0.088 0.031 -0.455
C 3.299954 -1.634218 -2.357396 0.021 -0.177 0.231
C 4.395055 -2.309298 -1.820487 0.080 0.034 -0.063
C 4.823816 -3.521663 -2.353802 0.009 0.034 -0.013
C 4.165002 -4.081334 -3.437241 -0.010 0.021 0.013
C 3.070314 -3.419618 -3.985557 0.019 0.019 0.004
C 2.640698 -2.217627 -3.446055 -0.066 -0.075 0.044
C 2.907006 1.149261 -2.771514 0.088 -0.193 -0.116
C 3.364618 0.922893 -4.067764 -0.010 0.049 -0.033
C 3.537905 1.988656 -4.945460 -0.004 -0.041 0.050
C 3.260376 3.284265 -4.535139 0.010 0.049 0.003
C 2.823523 3.517617 -3.236837 -0.032 -0.025 0.004
C 2.655649 2.454638 -2.363548 -0.092 0.147 -0.185
C 1.678751 -0.996646 2.556019 -0.027 0.131 0.061
C 2.538128 -1.604405 3.467735 -0.032 -0.030 0.040
C 2.080305 -1.930739 4.731183 0.051 -0.015 0.019
C 0.763673 -1.662228 5.083558 -0.027 0.021 -0.013
C -0.093736 -1.119770 4.142839 -0.028 -0.072 -0.001
C 0.331530 -0.790061 2.852072 0.056 -0.154 -0.076
P -0.908205 -0.363059 1.534567 -0.211 -0.157 0.375
C -1.622132 1.199453 2.139308 0.135 0.098 -0.057
C -2.665547 1.761614 1.401560 0.003 0.024 -0.014
C -3.205405 2.982545 1.765852 -0.005 0.002 -0.006
C -2.700148 3.672532 2.861979 -0.031 0.003 -0.016
C -1.656357 3.130105 3.589875 0.029 -0.010 -0.003
C -1.120768 1.898010 3.230199 0.015 0.012 0.020
C -2.193769 -1.590485 2.080375 0.068 -0.008 -0.027
C -1.920158 -2.936334 1.818067 0.011 -0.006 -0.021
C -2.831301 -3.930637 2.133542 -0.040 0.031 0.034
C -4.052658 -3.594294 2.710991 0.045 -0.005 -0.030
C -4.341741 -2.264338 2.969650 0.015 0.048 -0.014
C -3.417928 -1.269794 2.658717 -0.024 0.010 0.026
H 3.627922 0.617413 3.156618 -0.001 -0.014 0.004
H 5.710579 1.810250 2.668990 -0.007 -0.004 -0.015
H 6.546709 1.983320 0.334764 -0.024 -0.019 0.009
H 5.167215 1.075168 -1.505226 0.014 -0.019 0.031
H 4.925971 -1.881566 -0.976694 -0.019 -0.008 -0.006
H 5.677773 -4.027368 -1.916944 -0.024 0.011 -0.011
H 4.497757 -5.025297 -3.852584 -0.014 0.025 0.017
H 2.540872 -3.848423 -4.828324 0.012 0.010 0.017
H 1.763338 -1.732144 -3.861128 -0.002 0.004 0.015
H 3.587399 -0.080778 -4.407857 0.002 0.040 0.013
H 3.887334 1.799367 -5.954082 -0.007 0.004 0.027
H 3.379825 4.110306 -5.226482 -0.002 -0.019 0.016
H 2.578692 4.517927 -2.898590 0.034 -0.029 -0.029
H 2.295317 2.632669 -1.368652 -0.232 0.100 0.363
H 3.561985 -1.808814 3.182402 0.000 0.024 -0.012
H 2.753537 -2.397173 5.440400 -0.013 0.006 -0.017
H 0.399782 -1.903372 6.075243 0.016 0.010 -0.045
H -1.136967 -0.968099 4.395745 0.032 -0.006 -0.001
H -3.035287 1.259317 0.512596 0.014 -0.009 0.003
H -4.004475 3.413880 1.179130 -0.045 0.007 -0.053
H -3.109552 4.639849 3.128346 0.015 -0.034 -0.014
H -1.236493 3.671959 4.429832 -0.014 -0.021 -0.018
H -0.284495 1.502666 3.792311 -0.009 0.009 0.002
H -0.970611 -3.211195 1.365620 -0.028 0.017 -0.024
H -2.594362 -4.967745 1.923142 -0.008 0.032 0.001
H -4.776581 -4.365840 2.945511 0.022 0.020 -0.006
H -5.297932 -1.983324 3.395245 0.030 -0.008 -0.022
H -3.671385 -0.236228 2.859838 0.007 0.012 -0.014
C -1.844745 2.687040 -2.539403 0.019 -0.007 0.034
C -1.130540 3.570505 -1.565453 0.023 0.012 0.034
C -1.292201 4.944679 -1.645196 0.007 -0.015 0.017
C -0.621224 5.829759 -0.805668 -0.009 -0.038 0.018
C 0.253685 5.281202 0.131069 -0.031 -0.050 0.040
C 0.454128 3.917908 0.256877 -0.033 0.015 -0.069
C 1.460444 3.415863 1.265194 -0.003 -0.040 -0.022
C -0.256344 2.970926 -0.583108 0.171 -0.209 -0.127
N -0.036471 1.663563 -0.421807 0.262 -0.176 -0.154
H -2.438635 3.279425 -3.240893 -0.006 -0.020 0.002
H -2.518456 1.975030 -2.050651 0.105 0.117 -0.084
H -1.139610 2.082509 -3.129093 -0.010 0.033 0.008
H -1.967111 5.336935 -2.404358 0.019 -0.001 0.005
H -0.767386 6.900881 -0.883478 0.006 -0.032 0.007
H 0.806640 5.943880 0.796492 -0.017 -0.022 -0.028
H 1.256795 3.803693 2.267757 -0.006 0.021 0.010
H 2.483631 3.718091 1.003272 -0.023 -0.027 -0.002
H 1.430750 2.326401 1.301283 -0.040 -0.006 0.001
S -7.154476 0.237865 1.257902 0.050 0.125 -0.189
C -6.068944 0.290425 -0.012346 0.049 0.166 0.103
S -5.089935 -1.080809 -0.412206 -0.030 -0.187 0.152
C -4.237736 -0.173793 -1.620230 0.221 0.159 -0.189
N -4.671970 1.034972 -1.744513 -0.223 -0.060 0.136
N -5.700953 1.297159 -0.848361 -0.029 0.061 -0.096
C -6.184559 2.650071 -0.898952 0.069 -0.092 0.096
C -5.320878 3.634283 -1.381909 0.005 -0.052 0.133
C -5.746133 4.951175 -1.437961 0.030 0.004 -0.009
C -7.027607 5.299773 -1.031398 0.026 -0.028 -0.009
C -7.882654 4.312615 -0.569227 -0.028 -0.069 0.025
C -7.471925 2.986660 -0.497968 0.061 0.020 -0.088
S -2.940676 -0.877649 -2.524682 -0.131 -0.165 -0.088
H -4.321312 3.366124 -1.692003 -0.003 0.015 0.010
H -5.057454 5.707397 -1.795003 -0.015 -0.023 0.014
H -7.353350 6.331917 -1.073208 0.004 -0.021 -0.001
H -8.888242 4.564823 -0.254283 0.025 0.003 -0.006
H -8.141416 2.227270 -0.134476 -0.039 -0.071 0.045
N 5.078916 -8.092639 2.641027 0.084 -0.087 0.069
C 4.363423 -7.426098 2.039313 -0.229 0.216 -0.181
C 3.466932 -6.585774 1.280231 0.224 -0.192 0.180
C 3.713480 -5.220565 1.178546 -0.025 0.143 -0.048
C 2.866983 -4.417460 0.437443 0.141 0.023 0.089
C 1.761332 -4.977704 -0.190974 -0.100 0.084 -0.110
C 1.504512 -6.337542 -0.081352 0.038 -0.129 0.065
C 2.361718 -7.142690 0.648536 -0.124 -0.005 -0.088
N 0.892303 -4.151869 -0.937814 -0.052 -0.065 -0.023
C 0.006005 -4.525876 -1.941206 0.103 -0.041 0.092
C -0.630906 -3.391125 -2.321667 0.053 0.119 0.098
N -0.153256 -2.328877 -1.579578 -0.096 -0.146 -0.126
C 0.743345 -2.813865 -0.768805 0.079 0.013 0.115
H 4.578105 -4.789232 1.665699 -0.018 -0.017 -0.003
H 3.088411 -3.363497 0.326427 -0.042 -0.059 0.023
H 0.628625 -6.767771 -0.545766 -0.001 0.012 -0.003
H 2.167288 -8.203180 0.736926 0.007 0.021 0.004
H -0.068404 -5.538406 -2.297378 0.017 0.056 0.017
H -1.410015 -3.263150 -3.054381 0.029 0.027 0.027
H 1.286137 -2.231234 -0.036188 -0.063 -0.088 -0.060
```
Forces are in eV/Å.

***

These records have LUMO level values of 0.9, 0.1, 0.7, 1.4 eV, in the order they appear.
These records have gap between HOMO and LUMO values of 9.99, 5.45, 10.85, 3.99 eV, in the order they appear.
These records have E_tot values of -10691.71939, -23385.25724, -11958.83971, -131726.80287 eV, in the order they appear.